# 1
9
Properties=species:S:1:pos:R:3:nbo_charge:R:1 method="wB97M-V/def2-TZVPD" molar_mass_g_mol=228.42 charge=0 total_energy_ev=-26739.070 homo_lumo_gap_ev="7.075 / 6.935"
I -0.6117 -0.4189 -4.0130 0.0759
Cl -2.4212 -1.8761 0.2209 0.1958
N -0.3561 0.1212 -1.2094 -0.4621
N 0.0566 0.1905 0.0446 -0.2161
C -0.3122 -0.4548 1.1212 -0.0490
C -0.4053 -0.9279 -1.9661 -0.0564
C -1.6526 -1.0497 1.3743 -0.0854
H -0.1563 1.1507 -1.7301 0.3779
H 0.3377 -0.2914 1.9884 0.2193

---

# 2
9
Properties=species:S:1:pos:R:3:nbo_charge:R:1 method="wB97M-V/def2-TZVPD" molar_mass_g_mol=119.51 charge=0 smiles=Oc1ncoc1Cl total_energy_ev=-21248.876 homo_lumo_gap_ev=9.297
Cl 1.5981 -0.3356 1.8656 0.0349
O -0.4144 1.0787 0.9810 -0.3838
O 0.8984 -1.3253 -1.1960 -0.6529
N -0.7561 0.2497 -1.0365 -0.4371
C -1.2436 1.0204 -0.1133 0.3071
C 0.5171 0.2050 0.6685 0.1202
C 0.2572 -0.3509 -0.5128 0.3328
H 1.1568 -2.1888 -0.4675 0.4931
H -2.0134 1.6467 -0.1891 0.1856

---

# 3
10
Properties=species:S:1:pos:R:3:nbo_charge:R:1 method="wB97M-V/def2-TZVPD" molar_mass_g_mol=135.51 charge=0 total_energy_ev=-23292.753 homo_lumo_gap_ev=9.673
Cl 1.4503 -2.3950 -0.1274 0.0664
O 0.6707 2.0477 -0.7444 -0.3420
O 2.5636 -0.0950 0.3400 -0.4503
O -1.1142 2.1571 0.4663 -0.3648
N -0.2179 1.5561 -0.0889 0.4664
C -1.2800 -0.6572 0.0112 -0.3777
C 1.6213 -0.7496 0.1220 0.5218
C -0.2464 0.1469 0.0403 0.0204
H -1.1588 -1.7263 0.0823 0.2286
H -2.2886 -0.2847 -0.1014 0.2312